(1)
Molecular formula: C4H8N2O5
Method: DFT, ωB97M-V with the def2-TZVPD basis set

## Properties
Kohn-Sham gap = 0.3102 Eh
LUMO energy = -1.60 eV
E = -17488.18031 eV
Energy relative to the best compared isomer or geometry (same formula, charge and spin) = 168.7 kcal per mole
Net charge = 0

Each line ends with the natural charge from an NBO analysis.
Geometry (Å):
C (1.13, -0.76, -1.56)  -0.6107
C (1.19, -0.72, -0.04)  -0.4786
C (0.64, 0.53, 0.56)  -0.0628
C (-1.52, 0.30, 0.56)  0.2524
N (0.84, 0.70, 1.96)  0.4867
N (-1.81, 0.90, -0.72)  0.4755
O (0.37, 1.70, 2.47)  -0.3940
O (1.46, -0.16, 2.56)  -0.3729
O (-1.73, 2.10, -0.84)  -0.3360
O (-2.09, 0.10, -1.60)  -0.4139
O (-1.78, -0.99, 0.63)  -0.6530
H (1.71, 0.05, -1.99)  0.2104
H (1.55, -1.70, -1.91)  0.2225
H (0.11, -0.69, -1.93)  0.2123
H (2.23, -0.82, 0.30)  0.2424
H (0.66, -1.58, 0.39)  0.2324
H (0.68, 1.46, 0.00)  0.2372
H (-1.72, 0.91, 1.43)  0.2373
H (-1.93, -1.32, -0.29)  0.5128

(2)
Molecular formula: H70O35
Method: DFT, ωB97M-V with the def2-TZVPD basis set

## Properties
Kohn-Sham gap = 0.3980 Eh
LUMO energy = 0.03 eV
E = -72805.58722 eV
Energy relative to the best compared isomer or geometry (same formula, charge and spin) = 23.0 kcal per mole
Net charge = 0

Each line ends with the Löwdin charge.
Geometry (Å):
O (1.47, -2.38, -4.40)  -0.0626
H (2.35, -2.46, -4.76)  0.0447
H (1.51, -1.63, -3.75)  0.0228
O (-4.51, -2.67, 2.38)  -0.0710
H (-4.55, -3.63, 2.54)  0.0577
H (-3.87, -2.61, 1.66)  -0.0007
O (-4.41, -0.15, 4.13)  -0.0275
H (-4.57, -1.01, 3.70)  0.0315
H (-5.01, 0.48, 3.79)  0.0333
O (-4.56, 3.56, -2.63)  -0.0359
H (-4.95, 3.48, -1.74)  0.0706
H (-4.29, 2.70, -2.93)  0.0545
O (-1.14, -0.18, 1.24)  -0.0626
H (-0.70, 0.13, 2.08)  0.0237
H (-1.51, -1.05, 1.31)  0.0097
O (2.29, -6.55, -0.07)  -0.0470
H (2.59, -7.47, -0.31)  0.1040
H (2.28, -6.04, -0.86)  -0.0190
O (4.17, -1.03, -2.10)  -0.0342
H (4.54, -1.61, -2.75)  0.0490
H (3.27, -0.83, -2.40)  0.0051
O (-1.45, 4.00, 0.08)  -0.0925
H (-1.99, 4.63, -0.44)  -0.0024
H (-1.56, 4.20, 1.04)  0.0384
O (-2.06, -0.95, 5.09)  -0.0434
H (-2.74, -0.49, 4.57)  0.0086
H (-2.54, -1.27, 5.82)  0.0383
O (0.85, -1.34, 5.25)  -0.0756
H (-0.11, -1.52, 5.17)  0.0142
H (0.89, -0.53, 5.84)  0.0902
O (-0.95, 3.75, 2.80)  -0.0387
H (-1.38, 3.06, 3.28)  0.0199
H (-0.40, 4.29, 3.39)  0.0765
O (-0.92, -2.15, -2.13)  -0.0403
H (-0.10, -1.79, -1.78)  -0.0063
H (-1.06, -1.79, -3.02)  0.0168
O (4.53, 1.55, -3.22)  -0.0671
H (4.62, 0.64, -2.84)  0.0236
H (5.33, 1.98, -2.91)  0.0493
O (-1.77, -4.49, 2.84)  -0.0740
H (-1.38, -3.90, 3.52)  0.0654
H (-0.95, -4.86, 2.45)  0.0199
O (1.83, -4.56, -2.19)  -0.0678
H (1.65, -3.67, -2.56)  0.0206
H (0.92, -4.84, -1.94)  0.0810
O (2.94, -3.23, 0.11)  -0.0546
H (2.28, -2.56, -0.21)  0.0355
H (3.02, -3.94, -0.50)  -0.0154
O (0.79, 2.52, -0.36)  -0.0627
H (0.29, 3.33, -0.21)  0.0338
H (1.48, 2.70, -1.02)  0.0213
O (1.65, 1.46, 2.13)  -0.0660
H (1.55, 1.92, 1.29)  0.0116
H (2.60, 1.52, 2.36)  0.0331
O (-0.64, 1.05, 3.55)  -0.0755
H (-0.70, 0.43, 4.29)  0.0130
H (0.30, 1.39, 3.56)  0.0604
O (-3.23, 5.31, -1.19)  -0.0271
H (-3.20, 6.23, -1.47)  0.0840
H (-3.46, 4.78, -1.93)  -0.0051
O (-4.25, 3.75, 3.37)  -0.0617
H (-3.48, 4.11, 2.87)  0.0236
H (-4.63, 3.13, 2.74)  0.0140
O (2.37, 3.38, -2.47)  -0.0612
H (3.17, 2.76, -2.66)  0.0747
H (1.79, 3.04, -3.11)  -0.0308
O (1.21, -0.78, -0.38)  -0.0262
H (0.43, -0.69, 0.18)  0.0152
H (1.70, 0.03, -0.31)  0.0345
O (0.73, -5.01, 1.58)  -0.0287
H (1.14, -5.70, 1.11)  -0.0265
H (1.28, -4.23, 1.46)  0.0236
O (1.84, 0.19, -3.30)  -0.0953
H (0.97, 0.19, -2.72)  0.0767
H (1.52, 0.76, -4.00)  0.0143
O (0.30, 2.27, -4.62)  -0.0537
H (0.39, 3.20, -4.54)  -0.0209
H (-0.09, 1.97, -3.79)  -0.0205
O (4.49, 1.09, 1.79)  -0.0717
H (5.13, 1.49, 2.33)  0.0057
H (4.63, 0.11, 1.74)  -0.0084
O (-0.60, 1.15, -2.41)  -0.0747
H (-0.35, 1.76, -1.65)  0.0595
H (-1.52, 0.96, -2.18)  0.0433
O (4.64, -1.47, 1.87)  -0.0752
H (4.52, -2.01, 1.08)  0.0360
H (3.85, -1.69, 2.46)  0.0568
O (-3.21, 0.19, -1.49)  -0.0511
H (-2.72, -0.62, -1.32)  0.0198
H (-3.19, 0.78, -0.74)  -0.0284
O (-2.29, -2.83, 0.78)  -0.0534
H (-1.99, -2.99, -0.13)  0.0503
H (-2.02, -3.60, 1.28)  0.0038
O (1.99, -1.70, 2.63)  -0.0595
H (1.81, -0.79, 2.28)  0.0413
H (1.70, -1.73, 3.55)  0.0040
O (-0.89, -1.18, -4.95)  -0.0504
H (-0.92, -0.28, -5.29)  0.0450
H (-0.11, -1.56, -5.39)  0.0292
O (0.87, 5.07, -4.54)  -0.0422
H (0.87, 5.22, -3.59)  0.0479
H (1.77, 4.74, -4.62)  0.0501
O (-3.07, 1.88, 0.64)  -0.0705
H (-2.28, 2.45, 0.43)  0.0314
H (-2.83, 1.29, 1.35)  0.0231

(3)
Molecular formula: C21H31BClDyN3O2
Method: DFT, ωB97M-V with the def2-TZVPD basis set

## Properties
Kohn-Sham gap (alpha / beta) = 0.1279 / 0.1648 Eh
2S+1 = 6
LUMO energy (alpha / beta) = 2.56 / 2.58 eV
E = -68126.76954 eV
Energy relative to the best compared isomer or geometry (same formula, charge and spin) = 10.9 kcal per mole
Net charge = -1

Each line ends with the Löwdin charge.
Geometry (Å):
Dy (0.57, 0.20, -0.19)  1.0134
Cl (-1.64, 0.68, 0.83)  -0.0523
N (1.04, -0.65, 1.97)  -0.0125
N (-0.53, 0.93, -2.24)  0.0176
C (1.41, -1.91, 2.16)  -0.3560
C (-1.01, 0.09, -3.12)  -0.3388
C (1.07, 0.02, 3.30)  -0.5607
C (1.95, -0.92, 4.11)  -0.0435
C (-0.32, 0.08, 3.92)  -0.0551
C (1.66, 1.42, 3.12)  -0.0520
H (-0.72, -0.94, 4.03)  0.0862
H (-1.01, 0.65, 3.29)  0.0103
H (-0.25, 0.54, 4.92)  0.0890
H (2.65, 1.33, 2.64)  0.0925
H (1.76, 1.92, 4.09)  0.0864
H (1.00, 2.04, 2.48)  0.0572
C (-0.94, 2.32, -2.64)  -0.5555
C (-1.65, 2.08, -3.96)  -0.0608
C (0.32, 3.15, -2.82)  -0.0353
C (-1.88, 2.93, -1.62)  -0.0766
H (-2.75, 2.28, -1.46)  0.0744
H (-2.25, 3.89, -2.00)  0.0861
H (-1.40, 3.10, -0.66)  0.0524
H (0.92, 2.71, -3.63)  0.0931
H (0.93, 3.17, -1.91)  0.0451
H (0.05, 4.17, -3.09)  0.0893
O (-1.72, 0.61, -4.10)  0.0222
H (-1.09, 2.45, -4.83)  0.1289
H (-2.68, 2.45, -4.00)  0.1260
O (1.88, -2.20, 3.35)  0.0294
H (1.59, -1.14, 5.13)  0.1303
H (3.00, -0.61, 4.14)  0.1325
C (1.26, -2.97, 1.13)  -0.0534
C (-0.83, -1.40, -3.08)  -0.0520
C (-1.07, -1.96, -1.70)  -0.2631
H (0.20, -1.61, -3.40)  0.1342
H (-1.51, -1.86, -3.82)  0.1156
C (-0.06, -1.93, -0.76)  -0.2892
C (-0.01, -2.74, 0.35)  -0.2624
H (1.71, 2.58, 0.53)  -0.0334
C (-1.25, -3.28, 0.79)  -0.2287
C (-2.37, -3.12, -0.03)  -0.0217
C (-1.36, -3.98, 2.10)  -0.0479
C (-2.30, -2.51, -1.28)  -0.2330
H (-3.34, -3.49, 0.33)  0.1107
C (-3.50, -2.40, -2.18)  -0.0488
H (-4.34, -2.91, -1.71)  0.0660
H (-3.33, -2.85, -3.17)  0.0769
H (-3.77, -1.35, -2.34)  0.0868
H (-0.59, -4.74, 2.27)  0.0761
H (-2.34, -4.47, 2.16)  0.0716
H (-1.30, -3.26, 2.93)  0.0803
H (1.27, -3.94, 1.62)  0.1161
H (2.14, -2.91, 0.47)  0.1304
B (4.96, 3.52, -0.44)  -0.5132
C (3.53, 3.09, -0.35)  -0.2363
N (2.38, 2.78, -0.24)  -0.0235
H (5.60, 2.52, -0.74)  0.0014
H (5.31, 3.99, 0.64)  -0.0183
H (4.96, 4.35, -1.34)  -0.0046

(4)
Molecular formula: C22H37Ge2N3Ti
Method: DFT, ωB97M-V with the def2-TZVPD basis set

## Properties
Kohn-Sham gap (alpha / beta) = 0.2420 / 0.2406 Eh
LUMO energy (alpha / beta) = -7.36 / -7.41 eV
E = -164015.96104 eV
Net charge = +2

Each line ends with the natural charge from an NBO analysis.
Geometry (Å):
Ti (-0.40, 0.20, 0.79)  1.9041
C (-1.26, 1.36, 3.47)  -0.2405
C (-1.80, 2.25, 2.33)  -0.2395
N (-2.15, 1.43, 1.13)  -0.7077
C (-3.42, 0.64, 1.28)  -0.2373
C (-3.33, -0.74, 0.63)  -0.2363
N (-2.02, -1.40, 0.86)  -0.7468
C (-1.87, -2.11, 2.17)  -0.2361
C (-1.74, -1.12, 3.32)  -0.2344
N (-0.81, 0.01, 2.96)  -0.7528
H (-2.00, 1.22, 4.25)  0.2322
H (-0.40, 1.85, 3.93)  0.2476
H (-1.04, 2.96, 2.01)  0.2408
H (-2.65, 2.82, 2.69)  0.2435
H (-2.24, 2.05, 0.34)  0.4329
H (-4.23, 1.21, 0.83)  0.2531
H (-3.64, 0.57, 2.34)  0.2150
H (-3.45, -0.64, -0.45)  0.2445
H (-4.15, -1.36, 0.99)  0.2348
H (-1.89, -2.08, 0.12)  0.4442
H (-0.97, -2.72, 2.09)  0.2290
H (-2.70, -2.78, 2.35)  0.2394
H (-1.38, -1.63, 4.21)  0.2478
H (-2.71, -0.70, 3.57)  0.2179
H (0.09, -0.18, 3.39)  0.4148
Ge (-0.91, 0.47, -1.76)  0.6700
C (0.42, 1.42, -2.76)  -0.3637
C (1.65, 0.82, -3.03)  -0.2439
C (2.62, 1.51, -3.74)  -0.1963
C (2.36, 2.81, -4.17)  -0.1779
C (1.14, 3.41, -3.91)  -0.1797
C (0.17, 2.72, -3.20)  -0.2383
C (-0.96, -1.43, -2.19)  -0.3580
C (-0.17, -2.37, -1.54)  -0.2875
C (-0.21, -3.72, -1.87)  -0.1939
C (-1.04, -4.14, -2.90)  -0.1799
C (-1.83, -3.22, -3.58)  -0.1787
C (-1.80, -1.87, -3.23)  -0.2193
H (-2.30, 1.08, -2.01)  -0.1164
H (1.84, -0.21, -2.73)  0.2123
H (3.56, 1.04, -3.98)  0.2325
H (3.12, 3.35, -4.73)  0.2369
H (0.94, 4.41, -4.26)  0.2346
H (-0.79, 3.19, -3.01)  0.2163
H (0.53, -2.07, -0.76)  0.1806
H (0.43, -4.44, -1.36)  0.2336
H (-1.07, -5.18, -3.18)  0.2417
H (-2.48, -3.54, -4.38)  0.2414
H (-2.42, -1.17, -3.77)  0.2270
C (2.72, -0.16, 3.08)  -1.0932
Ge (2.95, 0.41, 1.22)  1.6060
C (3.22, -1.21, 0.18)  -1.0827
C (4.43, 1.60, 0.96)  -1.0720
C (1.26, 1.38, 0.72)  -1.5213
H (3.67, -0.53, 3.47)  0.2742
H (2.02, -1.00, 3.16)  0.2041
H (2.40, 0.66, 3.72)  0.2326
H (4.07, -1.74, 0.63)  0.2643
H (3.48, -0.98, -0.86)  0.2524
H (2.38, -1.91, 0.18)  0.2104
H (5.36, 1.04, 1.08)  0.2572
H (4.42, 2.41, 1.69)  0.2504
H (4.39, 2.02, -0.04)  0.2508
H (1.45, 1.87, -0.24)  0.3002
H (1.15, 2.16, 1.49)  0.2634